No. 1
78
Properties=species:S:1:pos:R:3:forces:R:3:lowdin_charge:R:1 method="wB97M-V/def2-TZVPD" e_above_lowest_kcal_mol=21.97 charge=+4
Y 0.41113 0.30039 -0.09149 -0.72 -1.04 -2.67 1.342
Br 2.36483 0.17125 7.17238 -0.04 -0.09 -0.69 0.833
C 2.06415 -0.06641 5.30549 -0.07 0.17 0.42 -0.645
C 2.83193 -0.97969 4.56571 -0.31 0.42 0.48 -0.054
C 2.56133 -1.17662 3.23537 -0.58 0.24 -0.77 0.007
C 1.53730 -0.48101 2.55671 0.72 -0.27 2.42 -0.350
O 1.33201 -0.74549 1.28740 0.44 -0.66 0.59 -0.294
C 0.75710 0.46236 3.31278 0.53 -0.56 -0.51 -0.144
C -0.33056 1.22572 2.79608 -0.06 -0.06 0.15 -0.052
N -0.82769 1.15656 1.58942 0.24 -0.02 0.38 -0.041
C -1.90389 1.98637 1.20768 -0.92 0.66 -0.15 -0.217
C -2.77115 2.61407 2.08883 0.51 -0.41 -0.34 0.024
C -3.77316 3.48471 1.64402 -0.18 0.18 -0.34 -0.011
C -3.93811 3.73837 0.30900 0.10 -0.11 0.23 0.022
C -3.11507 3.08720 -0.63581 0.23 -0.21 0.11 -0.123
C -3.26632 3.30342 -2.02120 0.27 -0.27 0.01 0.061
C -2.47410 2.60883 -2.90441 -0.03 0.02 0.02 -0.008
C -1.52955 1.71888 -2.39342 -0.01 -0.04 0.09 -0.120
N -1.32617 1.49556 -1.09786 -0.59 0.51 -0.24 -0.052
C -2.10400 2.18026 -0.19875 -0.43 0.36 0.40 -0.161
C 1.06122 0.64368 4.68027 0.26 -0.21 0.27 -0.058
H 3.62389 -1.52763 5.05272 0.07 -0.08 0.04 0.126
H 3.12856 -1.89695 2.66717 0.13 -0.07 -0.08 0.126
H -0.76257 1.92553 3.51479 -0.02 -0.04 -0.12 0.140
H -2.69941 2.43695 3.15078 0.05 -0.03 0.11 0.122
H -4.41265 3.95971 2.37043 -0.08 0.05 0.07 0.133
H -4.70183 4.41551 -0.04190 -0.07 0.08 0.00 0.138
H -4.00335 4.01106 -2.37288 -0.09 0.03 -0.04 0.146
H -2.57188 2.73516 -3.97277 0.01 0.02 -0.01 0.128
H -0.90245 1.15402 -3.07865 -0.03 0.06 -0.03 0.097
H 0.47116 1.33463 5.26385 -0.06 0.12 0.04 0.120
C -3.56406 -2.90876 0.05007 -0.66 0.67 -0.25 -0.043
C -2.66341 -1.66466 -0.11717 -0.16 0.20 -0.08 -0.127
N -1.25454 -2.00375 0.12094 0.21 0.37 -0.15 -0.206
C -1.11680 -2.51517 1.49341 0.26 0.07 0.26 -0.126
C -2.01536 -3.75007 1.71574 0.37 0.12 0.88 -0.039
N -2.70687 -4.04961 0.44202 -0.38 -0.51 0.09 -0.084
C -1.71442 -4.32858 -0.61768 0.56 -0.31 -0.67 -0.048
C -0.85127 -3.06108 -0.81245 0.11 -0.01 -0.09 -0.137
H -4.08222 -3.15603 -0.87771 0.08 -0.13 0.09 0.151
H -4.32124 -2.75032 0.81894 0.09 -0.16 0.01 0.153
H -2.95467 -0.88471 0.59104 0.02 -0.06 -0.09 0.129
H -2.76574 -1.25902 -1.12753 -0.01 -0.02 0.13 0.128
H -1.38094 -1.71622 2.19071 0.04 -0.09 -0.06 0.132
H -0.06860 -2.77150 1.66172 -0.14 0.07 0.01 0.127
H -2.76103 -3.57123 2.49168 -0.06 -0.06 -0.16 0.154
H -1.42855 -4.61934 2.01724 -0.13 -0.01 -0.14 0.153
H -3.29665 -4.87756 0.57138 0.04 0.06 -0.01 0.214
H -2.24161 -4.59921 -1.53370 -0.08 0.00 0.15 0.150
H -1.10653 -5.18305 -0.31673 -0.15 0.04 0.09 0.151
H -0.96233 -2.68293 -1.83247 0.01 -0.06 0.06 0.123
H 0.20278 -3.28881 -0.63296 -0.09 -0.01 -0.05 0.132
C 3.03673 3.39419 -1.39320 -0.03 -0.01 0.05 -0.280
As 2.12632 2.50650 0.10869 1.18 1.57 0.10 1.019
C 1.25140 4.06465 0.91126 0.02 0.08 -0.05 -0.260
C 3.63008 2.30979 1.34339 0.06 -0.03 0.00 -0.257
H 3.55135 4.27448 -0.99269 -0.09 -0.18 -0.04 0.054
H 2.32583 3.73135 -2.15288 0.05 -0.11 0.14 0.033
H 3.78618 2.74064 -1.85048 -0.15 0.05 0.12 0.029
H 2.04050 4.73035 1.27533 -0.12 -0.14 -0.05 0.054
H 0.61188 3.78234 1.74750 0.05 -0.01 -0.05 0.019
H 0.66380 4.61056 0.17059 0.00 -0.15 0.02 0.044
H 4.01422 3.31202 1.56233 -0.08 -0.19 -0.07 0.055
H 4.42766 1.71573 0.89019 -0.14 0.05 0.03 0.045
H 3.31775 1.83522 2.27536 -0.02 0.04 -0.09 0.023
N 3.39727 -2.76870 -5.34248 0.24 -0.32 -0.19 0.208
C 2.67556 -1.58328 -4.79900 -0.49 0.73 0.52 -0.133
C 2.26592 -1.74790 -3.31347 0.21 -0.38 -0.16 -0.238
N 1.57446 -0.56935 -2.77067 -0.09 0.41 -0.11 -0.012
H 3.65135 -2.60729 -6.33077 -0.03 -0.12 0.23 0.197
H 2.82041 -3.62225 -5.31321 0.23 0.17 -0.04 0.189
H 4.27429 -2.95497 -4.83289 -0.20 -0.03 -0.16 0.191
H 1.78610 -1.42304 -5.41627 0.20 -0.08 -0.02 0.145
H 3.33006 -0.71429 -4.91116 -0.02 -0.17 -0.09 0.146
H 3.15313 -1.92783 -2.70114 -0.08 -0.09 -0.02 0.132
H 1.59597 -2.60688 -3.21426 0.13 0.00 0.03 0.114
H 0.79781 -0.34339 -3.39514 0.16 0.10 0.11 0.072
H 2.21735 0.22656 -2.81318 -0.21 -0.08 -0.05 0.086


No. 2
26
Properties=species:S:1:pos:R:3:forces:R:3:lowdin_charge:R:1 method="wB97M-V/def2-TZVPD" charge=+4
C 0.25904 2.23305 0.63321 1.95 1.42 -0.65 -0.077
C 0.77727 1.68363 -0.76430 -0.26 -0.98 2.49 -0.125
C -0.34847 1.08791 -1.75036 0.21 0.48 -1.40 -0.079
C -1.84321 1.27035 -1.23884 0.53 0.29 -2.35 -0.065
O -2.27372 0.36606 -0.17580 -0.55 2.57 0.77 -0.164
O -1.79382 -0.90601 -0.32356 2.46 -2.15 2.66 0.119
C -1.32986 -1.30567 0.97217 -0.05 -0.35 0.49 -0.286
O -1.84363 -0.79488 2.01290 -0.40 0.76 -1.08 -0.137
O -0.34117 -2.26249 1.13048 -1.94 2.87 -0.89 0.111
C 0.93843 -1.78659 0.59914 0.51 0.68 -2.09 -0.028
C 1.98332 -2.99798 0.43592 1.64 0.82 3.34 0.032
N 2.96651 -3.22763 1.22449 -3.72 -0.68 -4.68 0.384
H -0.46339 1.53912 1.18917 0.36 0.33 -0.43 0.032
H 1.18080 2.32998 1.31264 -1.32 -0.24 -0.63 0.134
H -0.15769 3.29391 0.56140 0.14 -1.55 0.06 0.124
H 1.59783 0.92175 -0.55228 -1.11 0.95 -0.49 0.115
H 1.30904 2.57646 -1.28475 -0.88 -0.75 0.11 0.216
H -0.08045 0.01628 -2.05284 -0.30 1.47 0.36 0.143
H -0.27574 1.68173 -2.73036 -0.58 -0.94 1.15 0.175
H -2.52264 1.04763 -2.14720 0.90 0.15 0.91 0.208
H -2.05009 2.35911 -0.97167 -0.10 -1.59 0.35 0.180
H 1.36498 -0.91262 1.18985 -0.28 -1.53 -0.13 0.175
H 0.75439 -1.39529 -0.45714 0.36 -0.69 1.27 0.136
H 1.84073 -3.68037 -0.48034 0.04 0.42 0.53 0.240
H 3.48263 -4.08292 0.87836 1.10 0.26 1.41 0.203
Hf -3.13110 0.94544 2.78972 1.30 -2.02 -1.10 2.235


No. 3
79
Properties=species:S:1:pos:R:3:forces:R:3:lowdin_charge:R:1 method="wB97M-V/def2-TZVPD" charge=-1
C 1.61405 1.49151 -6.74281 -0.05 -0.08 0.61 -0.157
C 0.87121 1.36614 -5.42869 0.29 -0.09 0.18 -0.837
I -0.95964 2.44313 -5.33116 0.42 -0.20 -0.15 0.772
C 1.33348 0.64992 -4.40068 -0.97 0.21 0.17 -0.826
I 0.29408 0.55681 -2.54577 0.48 -0.19 -0.58 0.919
S 2.87559 -0.29526 -4.44862 2.16 -0.74 0.52 0.433
O 2.78938 -1.30909 -3.41087 -0.55 0.59 -0.64 -0.394
O 3.92554 0.69083 -4.23151 -0.84 -0.15 -0.54 -0.345
N 3.13288 -0.94985 -5.91990 -1.54 0.10 0.65 -0.329
S 2.09316 -2.15651 -6.26154 -0.61 -0.56 0.73 0.501
C 2.00207 -2.11876 -8.05807 0.69 0.37 0.24 -0.153
O 2.63593 -3.45523 -5.88406 -0.03 0.49 -0.72 -0.363
O 0.72469 -1.94418 -5.78919 0.72 0.39 -0.39 -0.357
H 1.18373 2.25129 -7.38584 -0.01 0.01 -0.03 0.046
H 2.65462 1.71653 -6.50479 0.01 0.13 -0.18 0.080
H 1.62411 0.51482 -7.21493 -0.13 0.11 -0.24 0.034
H 1.22707 -2.80355 -8.38448 0.06 -0.23 0.18 0.060
H 2.99088 -2.38514 -8.43001 -0.11 -0.16 -0.08 0.059
H 1.76605 -1.11803 -8.41425 -0.07 0.01 0.18 0.039
C -0.40794 1.98444 2.77739 0.03 -0.03 -0.03 0.027
C -0.45876 1.33667 1.61549 0.07 0.03 0.07 0.031
C -1.71673 1.26571 0.83058 0.08 -0.02 -0.05 -0.382
O -1.76408 0.67045 -0.22356 -0.09 -0.06 0.08 0.000
C -2.91256 1.94665 1.38397 -0.08 0.02 0.03 0.036
C -2.86078 2.59350 2.54509 0.09 -0.01 0.02 0.008
C -1.60526 2.66121 3.33002 0.01 -0.04 0.01 -0.377
O -1.56319 3.25231 4.39295 -0.03 -0.04 -0.06 0.078
H 0.49821 2.04823 3.36691 -0.01 0.02 0.01 0.125
H 0.40293 0.83597 1.19011 -0.02 0.00 -0.05 0.123
H -3.81949 1.88645 0.79494 0.01 0.01 -0.02 0.125
H -3.72193 3.09594 2.96153 -0.02 0.07 -0.03 0.093
C 4.07208 -5.26081 -3.91051 -0.15 0.12 0.00 0.054
C 3.44066 -6.01762 -3.01221 0.13 -0.05 -0.01 0.018
C 4.16634 -6.99571 -2.17702 -0.12 0.03 0.03 -0.397
O 3.59471 -7.68102 -1.34592 0.04 0.05 0.02 0.066
C 5.63221 -7.11467 -2.37168 0.10 -0.04 -0.02 0.005
C 6.26984 -6.36685 -3.26668 0.02 -0.06 0.08 0.014
C 5.53989 -5.37854 -4.10627 -0.08 0.04 -0.05 -0.370
O 6.13613 -4.70674 -4.91868 0.06 -0.06 0.00 0.119
H 3.54283 -4.53251 -4.52405 0.16 -0.05 0.07 0.086
H 2.37399 -5.94083 -2.84871 -0.05 0.05 -0.01 0.112
H 6.14388 -7.83713 -1.74715 -0.04 -0.01 0.01 0.114
H 7.33906 -6.43766 -3.42558 -0.01 0.04 -0.03 0.115
C -8.12556 2.71678 3.46646 -0.10 -0.02 0.05 0.022
C -8.84100 1.93513 4.27073 0.01 0.08 -0.07 0.021
C -8.21039 0.82374 5.02367 -0.05 -0.05 0.05 -0.386
O -8.86227 0.11079 5.75531 0.01 0.01 0.00 0.109
C -6.75212 0.61816 4.84590 0.09 0.03 -0.05 0.028
C -6.03605 1.39994 4.04168 -0.02 -0.02 0.03 0.028
C -6.66739 2.51276 3.28929 -0.02 0.10 -0.10 -0.370
O -6.02563 3.23558 2.55267 -0.04 -0.14 0.11 0.096
H -8.56624 3.53244 2.90762 0.04 0.01 -0.02 0.122
H -9.90556 2.06894 4.41371 0.00 -0.03 0.02 0.122
H -6.31131 -0.19813 5.40362 -0.03 -0.01 0.01 0.125
H -4.97298 1.26102 3.90006 0.03 0.00 -0.02 0.109
C 1.65809 -4.97604 0.31342 0.05 -0.01 0.09 0.038
C 1.67448 -4.99465 1.64430 0.01 -0.02 -0.08 0.018
C 0.88705 -4.02320 2.43799 0.01 0.00 0.09 -0.396
O 0.90033 -4.04095 3.65358 -0.01 0.00 -0.02 0.082
C 0.07766 -3.02972 1.69444 -0.01 0.03 -0.09 0.009
C 0.06140 -3.00447 0.36370 -0.05 0.10 0.12 0.031
C 0.85012 -3.97852 -0.43401 -0.01 0.03 -0.08 -0.368
O 0.82131 -3.96590 -1.64179 -0.03 -0.12 -0.01 0.136
H 2.22070 -5.68288 -0.28175 0.02 -0.05 -0.03 0.099
H 2.25505 -5.71511 2.20631 -0.01 0.01 0.02 0.119
H -0.49322 -2.33182 2.29480 0.01 -0.01 0.03 0.112
H -0.52233 -2.28418 -0.19471 0.02 0.03 -0.10 0.112
C 0.05860 5.95673 4.72391 -0.01 0.11 0.01 0.026
C -0.86764 6.60673 5.42378 0.02 -0.04 -0.04 0.027
C -0.53127 7.82119 6.20358 -0.08 0.01 0.03 -0.389
O -1.37323 8.41567 6.84428 0.03 0.01 0.00 0.097
C 0.87780 8.28642 6.17348 0.10 -0.01 -0.03 0.015
C 1.80495 7.63668 5.47479 -0.02 0.09 0.07 0.018
C 1.46673 6.42000 4.69453 0.03 -0.05 -0.04 -0.381
O 2.31206 5.82847 4.05808 0.00 0.02 0.02 0.110
H -0.16882 5.06921 4.15385 0.02 -0.05 0.02 0.093
H -1.89959 6.28157 5.45756 0.00 0.00 0.02 0.123
H 1.10185 9.17564 6.74901 -0.04 0.00 0.01 0.119
H 2.83818 7.95824 5.44064 0.01 -0.03 -0.03 0.120


No. 4
27
Properties=species:S:1:pos:R:3:forces:R:3:lowdin_charge:R:1 method="wB97M-V/def2-TZVPD" smiles=Cc1c[nH]c2ccccc12.CC e_above_lowest_kcal_mol=9.42 charge=0
C 2.79290 0.16464 0.36376 -0.17 0.01 -0.76 -0.044
C 1.66710 0.72194 -0.46399 -0.12 -0.40 0.34 -0.227
C 1.68751 0.99389 -1.80446 0.03 -0.07 0.49 -0.056
N 0.48569 1.54401 -2.17416 -0.39 0.54 -0.34 0.069
C -0.34481 1.62510 -1.08030 -0.33 -1.42 -0.70 -0.210
C -1.72988 1.82704 -1.04660 -0.33 0.29 0.19 -0.023
C -2.38788 1.59186 0.13955 0.41 0.16 -0.16 -0.098
C -1.67593 1.17388 1.26918 0.23 0.58 0.71 -0.119
C -0.32833 0.94928 1.22647 0.84 -0.52 -0.45 -0.049
C 0.34441 1.03074 -0.01203 -0.13 1.22 0.69 -0.157
H 2.49826 -0.43621 1.21446 -0.47 -0.08 0.12 0.063
H 3.41908 0.96787 0.75321 0.24 -0.11 -0.17 0.078
H 3.32503 -0.50529 -0.31145 0.60 0.12 0.27 0.076
H 2.45355 0.76003 -2.52463 0.07 0.26 -0.06 0.121
H 0.23428 1.91922 -3.07249 0.23 -0.20 -0.02 0.151
H -2.32606 2.15808 -1.88972 0.33 0.02 -0.17 0.106
H -3.44322 1.77405 0.19350 -0.35 -0.02 0.08 0.095
H -2.12592 1.14442 2.24758 -0.47 -0.21 0.02 0.100
H 0.22481 0.61617 2.09912 -0.17 0.03 0.05 0.113
C -1.27865 -2.17183 0.41110 0.24 -0.78 -0.57 -0.153
C 0.03744 -2.82728 0.80277 0.65 -0.16 0.35 -0.170
H -1.71414 -2.68260 -0.44752 -0.18 -0.05 0.00 0.064
H -1.99309 -2.18997 1.23142 -0.05 0.10 -0.02 0.069
H -1.08250 -1.15590 0.09852 -0.17 0.20 0.10 0.029
H 0.34336 -2.41792 1.76631 0.31 0.06 -0.01 0.056
H 0.84459 -2.66070 0.08227 -0.16 0.41 0.00 0.059
H 0.07238 -3.91453 0.92812 -0.68 0.04 0.03 0.059


Computed largest force on an atom (eV/A) in order:
3.0; 6.0; 2.3; 1.6
Computed HOMO energy (eV) in order:
-16.978; -23.766; -6.015; -7.818
Computed Kohn-Sham gap (eV) in order:
6.62; 2.35; 5.27; 8.75